(1)
Below is a gas-phase ion, C11H22NO2 (charge +1), with properties calculated with ωB97M-V/def2-TZVPD.

XYZ file:
```
36
Properties=species:S:1:pos:R:3
C -0.32342 -0.85938 -0.51785
C 0.63257 0.22129 0.03227
C -1.71862 -1.14110 -0.09112
C 1.02090 0.09282 1.29876
C -1.53554 -0.41351 -1.38498
C 1.35092 1.02661 -0.95562
C -2.32331 -0.52381 1.14508
C 4.38866 0.88312 2.74858
C -2.98970 1.18054 -2.10475
C -2.57328 -2.00017 -2.96206
C 3.24565 -0.04646 2.38181
N 2.10633 0.85536 1.82680
O -1.70535 0.94963 -1.57727
O -1.61613 -1.04939 -2.62334
H 0.32263 -1.57736 -1.08090
H -2.19288 -2.06731 -0.19857
H 0.52864 -0.37847 2.12879
H 1.33591 2.10309 -0.55954
H 0.84333 1.09069 -1.93072
H 2.30488 0.61194 -1.09447
H -1.75396 0.39616 1.33548
H -2.20998 -1.18955 1.95628
H -3.37898 -0.41775 1.03534
H 4.26554 1.17541 3.79071
H 5.36413 0.37440 2.78447
H 4.55942 1.74238 2.01205
H -3.98135 0.68054 -1.72518
H -3.03188 0.94563 -3.19038
H -3.18012 2.30507 -1.99759
H -2.55722 -2.09159 -4.10228
H -3.62918 -1.61937 -2.83034
H -2.47681 -2.89248 -2.34905
H 2.90254 -0.64826 3.30525
H 3.57415 -0.80370 1.62818
H 2.51322 1.63311 1.16745
H 1.91830 1.45186 2.69870
```

Values from the calculation:
maximum force	10.01	eV/Å
frontier orbital gap (spin up / spin down)	6.1 / 5.7	eV
2S+1	3
E	-637.02242	Ha
lowest unoccupied orbital energy (spin up / spin down)	-2.90 / -6.26	eV
net charge	+1
HOMO (spin up / spin down)	-9.0 / -12.0	eV
relative energy (zero: lowest compared OMol25 entry of this formula, charge and spin)	29.6	kcal/mol

=====

(2)
Below is a molecular structure, C11H22O11Rb2, with properties calculated with ωB97M-V/def2-TZVPD.

XYZ file:
```
46
Properties=species:S:1:pos:R:3
Rb 4.32381 -2.16644 -0.81562
Rb 2.16297 -0.32185 1.27054
O 3.02207 -0.55034 -0.61282
C 1.89666 -1.25206 -1.26711
C 1.05397 -0.54493 -2.44384
O 1.48230 -0.42876 -3.84444
H 1.20964 -1.45195 -0.44482
H 2.30526 -2.24490 -1.45528
H 0.90752 0.45555 -2.03680
H 0.01671 -0.83328 -2.27339
C -0.00781 -3.41905 -2.01061
O -0.69006 -3.46787 -0.82434
C -1.98644 -3.08300 -0.89214
O -2.62965 -2.66933 -1.89181
O -2.44375 -2.91675 0.31824
C -3.72468 -2.34978 0.56419
H 1.03673 -3.72192 -1.93787
H 0.20215 -2.38606 -2.28801
H -0.51944 -3.85751 -2.86740
H -4.48529 -3.10616 0.37065
H -3.92309 -1.55902 -0.15929
H -3.81389 -2.01379 1.59726
C 0.98918 1.92253 -1.26112
O 0.96253 2.93476 -0.27177
C 1.57496 2.74713 0.98961
O 2.27425 1.79846 1.27412
O 1.18978 3.72571 1.76381
C 1.63041 3.78660 3.07896
H 1.96793 1.44940 -1.34037
H 0.72951 2.25552 -2.26601
H 0.16350 1.26644 -0.98564
H 0.96958 4.55787 3.47461
H 2.67780 4.08783 3.09731
H 1.53159 2.84866 3.62540
C -0.82114 2.23430 3.02510
O -1.52399 1.47727 2.01501
C -0.96419 0.62260 1.20781
O 0.27758 0.42846 1.10210
O -1.87102 0.23667 0.26148
C -1.43880 -0.39144 -0.94479
H -0.14397 2.93878 2.54213
H -0.09724 1.70296 3.64297
H -1.50589 2.77673 3.67700
H -0.77072 0.35025 -1.38256
H -2.30046 -0.54468 -1.59452
H -0.89688 -1.32377 -0.78608
```

Values from the calculation:
maximum force	11.36	eV/Å
frontier orbital gap	4.5	eV
2S+1	1
E	-1307.66378	Ha
lowest unoccupied orbital energy	-0.67	eV
net charge	0
HOMO	-5.2	eV
relative energy (zero: lowest compared OMol25 entry of this formula, charge and spin)	240.4	kcal/mol

=====

(3)
Below is 2 unconnected molecules or ions with the total composition C11H22O8S, with properties calculated with ωB97M-V/def2-TZVPD.

XYZ file:
```
42
Properties=species:S:1:pos:R:3
C -2.22924 -1.41242 2.88183
O -3.26025 -1.03422 1.98340
C -2.77577 -0.26454 0.89072
C -2.41597 -1.13546 -0.33078
C -0.99970 -1.78781 -0.35583
C 0.13321 -0.95936 0.28272
C 1.41325 -1.81696 0.27639
O 1.25768 -3.16156 0.78793
S 1.71108 -3.11763 2.34913
O 1.95034 -4.47374 2.76059
O 0.85440 -2.27645 3.16361
O 3.04594 -2.22015 2.08572
C 2.67175 -1.28220 1.02993
C 2.64296 0.15108 1.62600
H -1.57724 -2.15244 2.39468
H -1.58798 -0.55042 3.12694
H -2.65221 -1.85137 3.78607
H -3.63579 0.35331 0.59342
H -1.98756 0.43769 1.19366
H -2.63293 -0.56584 -1.24280
H -3.14376 -1.95840 -0.32068
H -0.73088 -1.89301 -1.41983
H -1.06332 -2.80939 0.02868
H 0.35279 -0.10732 -0.37532
H -0.05900 -0.63830 1.30766
H 1.74267 -1.96186 -0.75964
H 3.55408 -1.31123 0.38347
H 2.87394 0.08680 2.69359
H 1.70474 0.68581 1.47182
H 3.47410 0.70850 1.17896
C 1.93528 1.96383 -3.52520
O 1.01212 3.02549 -3.76222
C 0.11434 3.19559 -2.79209
O 0.03516 2.54793 -1.78271
O -0.67897 4.20728 -3.13555
C -1.69764 4.50314 -2.17865
H 2.60578 1.93040 -4.37971
H 2.51755 2.15383 -2.62425
H 1.41341 1.01060 -3.44637
H -1.25779 4.79300 -1.22557
H -2.36082 3.64950 -2.04617
H -2.26975 5.33830 -2.57356
```

Values from the calculation:
maximum force	1.97	eV/Å
frontier orbital gap	9.8	eV
2S+1	1
E	-1432.39558	Ha
lowest unoccupied orbital energy	0.31	eV
net charge	0
HOMO	-9.5	eV
SMILES	COCCCC[C@@H]1OS(=O)(=O)O[C@@H]1C.COC(=O)OC

=====

(4)
Below is a molecular structure, C11H23BN3OPSSc, with properties calculated with ωB97M-V/def2-TZVPD.

XYZ file:
```
42
Properties=species:S:1:pos:R:3
Sc -0.17972 0.62454 1.05815
H 0.32751 2.44407 0.53970
H 1.39126 -0.07521 0.11708
P 0.40543 2.17140 -2.33266
C -1.32018 2.58877 -2.44101
H -1.46326 3.14979 -3.37186
H -1.90634 1.66699 -2.48798
H -1.61950 3.19017 -1.57420
C 1.39275 3.67138 -2.59345
H 2.38356 3.40911 -3.01221
H 0.86217 4.33990 -3.29766
H 1.52118 4.17301 -1.61462
C 0.87598 0.94255 -3.52906
H 0.21026 0.07882 -3.45889
H 0.77994 1.39627 -4.52200
H 1.90927 0.61278 -3.38367
C 0.81767 -0.65352 -0.56795
O 1.49346 -1.55467 -0.97502
H 2.11437 0.46314 2.30542
H 2.91202 0.85271 0.87927
H 2.18996 3.15676 0.92866
H 0.85870 2.61779 2.37455
B 1.41687 2.35189 1.32964
N 2.01760 0.88850 1.39636
H 0.79604 1.81663 -1.03079
H -0.24378 -0.26759 -0.78960
N 0.15879 0.13747 3.38929
C -0.53732 -1.07337 3.08295
N -1.11452 -1.12456 1.87398
C -1.38215 -2.44227 1.47597
C -1.95153 -2.76810 0.25144
C -2.30492 -4.10581 0.04906
C -2.02941 -5.05199 1.04044
C -1.39752 -4.72435 2.25618
C -1.03115 -3.39199 2.45305
S -0.19786 -2.62266 3.84875
H 0.67366 0.02813 4.27639
H -0.39523 1.02153 3.49183
H -2.07628 -1.97066 -0.48010
H -2.78689 -4.40899 -0.87439
H -2.32010 -6.08483 0.87343
H -1.25080 -5.47355 3.04554
```

Values from the calculation:
maximum force	2.07	eV/Å
frontier orbital gap (spin up / spin down)	6.6 / 7.8	eV
2S+1	2
E	-2196.94594	Ha
lowest unoccupied orbital energy (spin up / spin down)	-7.00 / -7.03	eV
net charge	+2
HOMO (spin up / spin down)	-13.6 / -14.8	eV
relative energy (zero: lowest compared OMol25 entry of this formula, charge and spin)	0.0	kcal/mol

=====

(5)
Below is a single C11H23BO6P2S2 molecule, with properties calculated with ωB97M-V/def2-TZVPD.

XYZ file:
```
45
Properties=species:S:1:pos:R:3
C -1.35286 -0.39778 3.23423
C -0.18099 -0.03180 2.17492
C -0.74207 -0.22787 0.69820
C -1.00394 -1.81796 0.49383
P 0.34961 -2.97683 1.08985
C 0.09903 -3.65439 2.82077
C 2.09478 -2.38089 0.73226
O -1.22585 -2.19205 -0.91720
S -2.42786 -1.17897 -1.49856
O -3.28193 -1.96644 -2.47486
O -1.65989 -0.03064 -2.39831
C -0.97218 1.02291 -1.68688
C -0.14186 1.68201 -2.93807
C 0.21816 3.21474 -2.79387
O 0.49273 3.83364 -3.86030
P -2.11833 2.42981 -1.08932
S -3.86136 1.84545 -0.43083
C 0.03603 0.48260 -0.51655
C 1.18902 1.51665 -0.13693
B 2.60595 1.28754 -0.94814
O 3.03129 2.26942 -1.93974
O 3.50676 0.19123 -0.71766
H -1.76765 -1.44639 3.10238
H -1.02372 -0.20141 4.31660
H -2.23117 0.32564 3.05255
H 0.81743 -0.50915 2.41429
H -0.02545 1.10466 2.31630
H -1.77477 0.29219 0.76011
H -1.96598 -2.08670 1.04774
H -0.63406 -4.53644 2.73882
H -0.24015 -2.91763 3.61685
H 1.07344 -4.12372 3.22129
H 2.12278 -1.24873 0.85007
H 2.39334 -2.61998 -0.35401
H 2.87706 -2.79261 1.46939
H -0.80024 1.60365 -3.88194
H 0.75714 0.99951 -3.17402
H 0.22819 3.84890 -1.84945
H -2.43153 3.36999 -2.15072
H -1.41167 3.08706 -0.00903
H 0.58351 -0.38695 -1.05495
H 0.81283 2.60143 -0.25060
H 1.55468 1.48673 0.95311
H 3.24009 1.80468 -2.77986
H 3.19166 -0.57514 -1.25176
```

Values from the calculation:
maximum force	4.48	eV/Å
frontier orbital gap	7.7	eV
2S+1	1
E	-2388.19630	Ha
lowest unoccupied orbital energy	-0.19	eV
net charge	0
HOMO	-7.9	eV
relative energy (zero: lowest compared OMol25 entry of this formula, charge and spin)	74.6	kcal/mol